Record 1
The following is a DFT calculation (ωB97M-V with the def2-TZVPD basis set) of a molecular structure, C2H2AgLiO2.

The geometry in XYZ format:
```
8
Properties=species:S:1:pos:R:3:forces:R:3:mulliken_spin:R:1
H -1.2615 1.2446 1.0092 0.40 -0.08 0.23 0.007
Li -0.0442 -0.6806 -2.1935 0.21 -0.20 0.22 0.002
C -0.3945 -0.6072 0.3577 1.07 -2.49 -3.12 0.357
C -0.3760 0.7206 0.6360 2.16 4.44 -0.87 0.100
O 0.6783 1.4486 0.2022 -6.08 0.99 2.10 0.320
H -1.3044 -1.2094 0.4165 0.41 -0.11 0.52 0.012
O 0.6108 -1.0501 -0.4770 -4.95 -2.12 0.43 0.171
Ag 2.0914 0.1334 0.0490 6.79 -0.42 0.50 0.031
```
Forces are in eV/Å.

E in eV: -10396.222
Orbital gap (alpha / beta) in hartree: 0.318 / 0.264
Net charge: +1
Relative energy (zero: lowest compared OMol25 entry of this formula, charge and spin) in kJ/mol: 0.0
HOMO level (alpha / beta) in eV: -13.3 / -13.2
LUMO level (alpha / beta) in eV: -4.69 / -6.01
Spin multiplicity: 2

---

Record 2
The following is a DFT calculation (ωB97M-V with the def2-TZVPD basis set) of a molecular structure, C29H37IrN4O2PS2.

The geometry in XYZ format:
```
76
Properties=species:S:1:pos:R:3:forces:R:3:mulliken_spin:R:1
C 0.1666 -2.3835 1.2799 0.23 -0.21 0.13 -0.005
H 2.7582 1.5348 0.9324 0.06 0.06 0.04 -0.023
H 4.3986 -2.2488 -0.5105 -0.01 -0.03 -0.02 0.000
C -2.0822 -3.4589 0.7573 -0.02 0.10 0.00 -0.001
C 1.7759 -3.5113 2.6514 0.12 0.10 0.06 0.002
C 2.0645 0.7668 -4.5253 0.06 0.08 -0.01 0.000
H 3.2286 -2.2036 3.5551 0.01 0.04 -0.01 0.000
H 4.2575 -0.5615 -0.0286 0.02 -0.02 0.04 0.000
H 2.2254 -0.2830 -4.7663 0.00 0.03 -0.02 0.000
H 1.7501 3.0526 -3.0733 -0.02 0.05 0.00 0.001
N 0.8258 -1.2246 1.4394 1.07 1.17 -1.07 -0.005
C 3.3416 2.0813 0.2027 0.17 -0.09 -0.11 0.039
H -4.3967 1.2856 -1.9241 -0.01 -0.01 -0.04 0.000
N -4.0910 0.3691 -1.6375 0.01 -0.01 0.12 0.002
C -0.0267 0.0862 -3.4154 0.13 -0.10 -0.09 0.003
C -0.1990 2.2663 3.5078 -0.18 -0.87 -0.13 0.081
H 3.0230 1.2798 -4.4970 -0.02 -0.05 -0.07 -0.001
H -4.7188 -0.4055 -1.7849 -0.04 0.03 0.04 0.000
H -0.6359 0.1011 -2.5199 -0.07 -0.02 -0.07 -0.003
H 4.0622 2.0937 -3.1083 -0.01 0.08 0.03 0.001
C -0.5031 0.8230 3.0785 1.01 0.99 1.18 0.000
H 0.4230 5.9288 4.5999 0.00 -0.01 0.02 0.001
C 4.0686 2.3766 -2.0658 -0.05 -0.02 -0.03 -0.004
C 3.1031 -1.1133 -1.7980 -0.43 0.02 0.31 -0.002
C 4.2546 -0.9131 -2.7822 -0.01 0.07 -0.02 0.000
C 0.2006 3.2260 2.5508 -0.07 -0.21 0.00 0.076
H -0.6338 1.8670 5.5470 0.00 -0.04 -0.03 0.005
H 2.3301 -0.2025 2.4029 0.03 -0.01 -0.11 -0.001
C 4.9539 3.7769 -0.3177 -0.03 0.01 0.03 -0.009
C 0.8661 2.4181 -3.0682 0.04 -0.03 -0.03 -0.011
C 0.4181 4.5637 2.9714 -0.03 0.08 -0.26 0.126
S -1.9168 1.5846 -0.8562 1.56 0.23 0.04 0.023
H 0.3312 2.5891 -2.1315 0.01 0.06 -0.07 0.005
N -1.3580 -1.2404 -0.0626 1.77 0.59 -0.23 -0.015
H 1.4954 1.2024 -5.3493 -0.03 0.00 0.00 0.000
C -0.1189 3.9403 5.2269 0.01 -0.10 -0.08 0.172
H -3.2544 -1.7258 -0.6502 0.10 -0.12 -0.01 0.000
C -2.9038 0.2370 -1.0579 0.21 -0.12 0.05 -0.006
H 1.9313 -2.2029 -3.2812 -0.05 -0.01 0.03 0.000
C 1.2405 0.9398 -3.2502 -0.07 -0.09 0.36 -0.001
H 5.5953 4.5900 -0.0064 0.02 -0.01 0.00 0.000
C 2.1996 -2.2730 -2.2271 0.06 0.03 -0.07 0.001
C 0.6425 -3.5538 1.8508 -0.19 0.17 -0.06 -0.003
H 5.5163 3.9160 -2.3815 0.02 -0.02 0.00 0.000
S 0.4777 2.9298 0.8946 0.57 -1.05 -0.78 0.579
H 2.9286 -1.6948 0.2889 0.11 -0.06 -0.11 -0.001
C -0.3423 2.6197 4.8281 0.11 0.22 0.00 -0.028
H 3.9251 -0.6625 -3.7860 0.08 -0.02 0.07 0.000
H 0.7068 5.3055 2.2371 0.05 0.00 0.03 0.001
H 4.9442 -0.1480 -2.4269 0.04 -0.02 -0.04 0.000
H 0.2206 -0.9505 -3.6446 -0.02 0.02 -0.03 -0.001
H -3.0738 -3.2673 0.3586 -0.02 -0.06 0.02 0.000
C 4.1817 3.1030 0.6158 0.06 -0.01 0.03 0.015
C -1.1265 -2.3223 0.5800 -0.26 -0.11 -0.10 0.004
Ir 0.2289 0.4485 0.0548 -3.36 0.39 3.26 -0.012
H 0.1332 -4.4906 1.6803 -0.05 0.01 0.05 0.001
C 1.8758 -1.1717 2.2510 -0.02 0.03 0.31 -0.004
H -0.2412 4.2090 6.2677 -0.01 0.05 -0.01 0.004
H 1.2840 -2.3065 -1.6287 -0.02 -0.05 -0.02 -0.001
H 2.7281 -3.2182 -2.0901 0.03 0.00 0.01 0.000
P 2.0474 0.4342 -1.6063 -0.92 0.09 -0.25 0.005
H 4.8068 -1.8528 -2.8466 0.02 -0.01 0.04 0.000
C 2.3768 -2.2914 2.8970 -0.16 -0.15 0.01 -0.001
H -2.1905 -3.6745 1.8201 -0.01 -0.01 0.00 0.000
C 3.2493 1.7248 -1.1451 -0.26 -0.05 0.32 -0.002
C 4.9056 3.4012 -1.6521 0.04 0.02 -0.07 0.011
O -1.0079 0.7500 1.9081 -0.53 -0.87 -1.73 0.006
H -0.6219 0.4776 -4.2427 0.03 0.03 -0.02 0.000
H -1.6951 -4.3548 0.2696 0.01 0.00 -0.03 0.000
H 4.2316 3.3749 1.6622 0.01 -0.02 0.01 0.001
H 0.2222 2.7373 -3.8893 -0.04 -0.05 0.00 0.000
O -0.2286 -0.0638 3.8703 -0.37 -0.14 -0.48 0.012
C 0.2561 4.9063 4.2906 0.01 0.09 0.08 -0.036
H 2.1648 -4.4198 3.0905 -0.01 0.00 0.02 0.000
C 3.7011 -1.4141 -0.4212 -0.01 0.02 -0.05 0.000
N -2.5522 -1.0002 -0.6546 -0.44 -0.08 -0.36 0.001
```
Forces are in eV/Å.

E in eV: -74513.118
Orbital gap (alpha / beta) in hartree: 0.254 / 0.238
Net charge: +2
Relative energy (zero: lowest compared OMol25 entry of this formula, charge and spin) in kJ/mol: 225.5
HOMO level (alpha / beta) in eV: -13.8 / -14.3
LUMO level (alpha / beta) in eV: -6.88 / -7.83
Spin multiplicity: 2

---

Record 3
The following is a DFT calculation (ωB97M-V with the def2-TZVPD basis set) of a molecular structure, C19H44CoNO2P2S.

The geometry in XYZ format:
```
70
Properties=species:S:1:pos:R:3:forces:R:3:mulliken_spin:R:1
H 0.4321 0.9038 3.2234 0.15 0.11 -0.02 0.000
H 2.5513 1.3074 -2.7505 0.06 -0.21 0.42 0.003
H -3.7615 -1.6981 1.1728 0.24 0.14 0.19 -0.010
H -0.2865 3.1757 2.4240 0.01 0.16 -0.25 0.000
H 3.9313 0.4031 -2.1162 -0.26 0.29 0.16 0.001
H 1.8608 0.9192 4.2682 -0.16 0.11 -0.23 -0.002
O -2.9085 0.9047 0.7683 0.72 -0.38 0.35 0.558
H -0.6423 4.5387 1.3509 -0.02 -0.33 0.03 0.001
H 2.2749 -2.3119 -2.3957 -0.21 0.29 -0.27 -0.002
H -2.7803 -2.1370 2.6217 -0.08 0.15 -0.11 -0.003
H -3.4739 1.2400 3.4525 0.20 -0.17 -0.16 -0.002
C 0.3934 -1.4232 -3.1004 -0.13 0.02 -0.16 0.013
P -0.6982 -1.5285 -1.5978 -0.89 -2.20 -1.31 -0.030
H -0.3300 -4.3797 0.8254 -0.23 0.21 -0.05 0.003
C 2.9266 0.7805 -1.8543 0.26 -0.33 -0.75 0.033
C 2.9739 1.7035 -0.6412 0.59 -0.04 0.08 0.005
H -4.2884 -2.6132 -2.2551 0.22 -0.04 0.17 0.001
H 2.9456 4.3042 0.6012 -0.16 -0.04 0.20 -0.001
H 2.4649 0.0181 2.0989 -0.04 0.22 0.09 0.005
H 3.9056 1.5263 -0.0880 -0.24 0.14 -0.14 -0.015
H -1.7559 1.7722 3.4030 -0.16 -0.24 -0.09 0.003
H -2.1373 -2.0154 -3.4160 -0.22 0.04 0.28 0.005
H 3.8911 2.6979 1.9942 0.00 -0.30 0.17 0.000
H 2.4699 -0.9927 -3.5790 -0.24 -0.27 0.30 0.004
C -0.9037 -3.5754 0.3428 0.01 -0.32 0.17 0.003
C 2.0187 4.3000 1.1877 -0.13 0.43 0.04 0.001
H 0.8482 -3.1231 -0.7938 -0.31 0.04 0.04 0.031
H -2.9703 -3.7079 -1.8258 -0.07 0.28 0.12 0.000
H 3.9676 1.7475 3.4845 -0.01 -0.04 -0.25 0.000
H 2.2865 -0.8381 -0.7019 0.18 0.33 -1.33 -0.048
C -3.0486 -0.2981 -2.5021 -0.02 0.10 -0.06 0.022
H -2.4725 0.4011 -3.1184 -0.14 -0.10 0.11 -0.003
H 0.8014 3.5728 -0.4192 0.09 -0.11 0.21 -0.001
S -2.2401 0.0426 1.8067 -1.54 0.45 0.31 0.226
H -0.9304 -2.7245 1.0379 0.12 -0.09 -0.11 0.022
H 2.2584 4.1100 2.2423 -0.06 0.05 -0.29 0.003
C -3.3528 -1.3452 2.1259 0.00 -0.43 -0.10 0.079
H -1.9285 -3.9438 0.2034 0.29 0.13 0.01 0.000
C -0.2334 -3.2244 -0.9900 0.04 0.36 0.07 0.035
H 0.2100 -2.2778 -3.7625 -0.01 0.19 0.08 0.000
H -0.8827 -3.9612 -2.9949 0.06 -0.11 0.31 0.002
H 1.2179 -0.1978 0.4789 0.23 -0.88 1.22 0.455
C -0.4185 -4.3148 -2.0643 0.26 -0.33 -0.15 0.009
C 3.7618 1.6904 2.4077 0.17 0.11 0.01 -0.001
H -1.1694 2.9094 0.8992 0.15 0.07 0.03 -0.012
H -4.0308 -0.4277 -2.9754 0.23 0.12 0.09 0.001
H -3.4911 -2.4335 -0.6858 0.01 -0.10 -0.19 -0.002
P 1.5700 1.5494 0.5485 0.46 2.28 1.05 0.083
H -4.1592 -0.9860 2.7767 0.22 0.04 -0.18 0.008
C 1.4180 1.3693 3.3677 0.11 0.07 0.30 0.036
H -3.2023 0.1537 -1.5110 0.01 -0.12 -0.31 -0.005
C -0.3567 3.4764 1.3709 -0.12 0.12 0.08 0.050
C -2.3720 -1.6666 -2.3952 0.11 -0.06 -0.33 0.013
H 0.5596 -4.7357 -2.3354 -0.31 0.05 0.00 -0.002
H 1.5979 5.3139 1.1279 0.18 -0.17 0.04 0.005
C -2.4307 0.9085 3.3830 0.47 0.49 0.19 0.066
Co 0.2309 0.2769 -0.7632 1.66 -3.20 1.23 2.430
C 2.3560 1.1104 2.1882 -0.09 -0.32 -0.32 0.013
H 3.0072 2.7424 -0.9951 -0.03 -0.24 0.24 -0.003
C 1.8666 -1.3418 -2.7231 0.52 0.23 0.10 0.011
H -1.0270 -5.1443 -1.6810 0.13 0.23 -0.10 0.001
H 1.2884 2.4403 3.5748 0.02 -0.31 -0.08 0.003
N 2.0343 -0.3640 -1.6108 -0.34 -0.41 0.63 0.034
C -0.6131 1.5647 -1.4932 -3.83 6.60 -3.45 -0.197
C -3.3185 -2.6725 -1.7420 -0.15 -0.11 -0.12 0.007
H 4.5228 1.0359 1.9649 -0.13 0.22 0.12 -0.002
H -2.1784 0.2204 4.1968 -0.01 -0.02 -0.24 0.003
O -1.1240 2.4631 -2.0414 1.72 -2.97 1.75 -0.005
C 0.9773 3.3208 0.6404 0.38 0.31 0.10 0.072
H 0.0969 -0.5112 -3.6416 0.07 -0.21 0.04 -0.008
```
Forces are in eV/Å.

E in eV: -93021.642
Orbital gap (alpha / beta) in hartree: 0.213 / 0.144
Net charge: +2
HOMO level (alpha / beta) in eV: -11.4 / -14.6
LUMO level (alpha / beta) in eV: -5.59 / -10.66
Spin multiplicity: 5

---

Record 4
The following is a DFT calculation (ωB97M-V with the def2-TZVPD basis set) of a molecular structure, C16H22N9OPPt.

The geometry in XYZ format:
```
50
Properties=species:S:1:pos:R:3:forces:R:3:nbo_charge:R:1
C 0.0756 -3.4672 0.8890 0.00 0.04 -0.33 0.683
N -2.3941 -0.6681 3.3407 -0.04 0.02 0.11 -0.296
P 0.0263 0.7664 3.0080 0.01 0.05 0.25 0.793
H -0.8625 3.9413 3.2251 -0.01 -0.01 0.02 0.230
O 0.1603 -3.1212 2.0342 -0.07 0.18 0.10 -0.565
H 0.0513 4.5771 -0.1338 0.00 -0.01 0.03 0.254
H -4.1937 -1.7870 3.0338 0.01 0.02 0.00 0.252
C 2.8856 -1.3718 1.2977 -0.12 0.06 0.06 -0.048
H 3.3144 -1.8196 0.4182 0.00 0.05 0.00 0.237
H 2.4185 -1.3800 5.2962 0.00 -0.02 0.00 0.235
H -3.4669 -0.0511 5.0278 -0.01 0.00 0.01 0.238
N -0.1830 -2.9206 -2.5597 0.00 0.02 0.07 -0.762
N -0.0107 -2.6224 -0.2323 0.07 -0.47 0.28 -0.672
H -3.3012 -1.7755 0.4278 0.00 0.04 0.00 0.237
H -1.1238 -6.0519 -2.2764 -0.01 0.01 -0.01 0.226
C -2.4942 -0.4735 4.7912 0.02 0.00 -0.17 -0.410
C 0.0443 3.5432 0.1655 0.00 0.01 0.14 -0.031
H 4.2524 -1.7760 3.0088 -0.01 0.02 -0.01 0.252
C 0.0279 4.0962 2.6218 0.01 -0.13 -0.13 -0.409
H 0.9215 3.9588 3.2248 0.01 -0.01 0.02 0.230
H -0.3118 -3.5205 -3.3558 0.02 -0.01 0.00 0.431
H -0.8268 -5.4233 0.7749 -0.01 -0.01 0.00 0.251
C 0.0433 -4.8970 0.3798 0.00 0.02 -0.12 -0.323
N 0.0354 3.1669 1.4840 -0.02 0.21 -0.04 -0.294
C 3.3598 -1.3574 2.5753 -0.08 0.00 0.10 -0.051
N -0.0314 -4.7071 -1.0593 0.00 -0.08 0.00 -0.362
Pt 0.0086 -0.6033 -0.0500 0.01 -0.16 0.98 1.040
N 0.0351 1.3458 0.2939 -0.05 0.37 -0.43 -0.462
C 0.0270 1.8197 1.5322 0.04 0.18 0.00 0.085
H 0.0182 5.1070 2.2269 0.00 0.01 0.01 0.243
H -0.2021 -1.9274 -2.7093 -0.01 0.03 0.00 0.424
C 1.4516 -0.2634 2.5056 -0.01 -0.04 0.00 0.081
C -1.4111 -0.2489 2.5115 0.07 -0.08 0.06 0.081
H 0.9465 -5.4331 0.6722 0.01 0.00 0.02 0.252
H 3.5636 -0.0524 4.9881 0.01 0.00 0.02 0.238
H -2.3703 -1.4275 5.2972 0.00 -0.01 0.00 0.235
H 0.4465 -5.5170 -2.9370 0.01 -0.01 -0.01 0.220
N -1.6837 -0.6474 1.2750 -0.56 -0.19 -0.62 -0.535
H 0.0509 2.2806 -1.6459 0.00 -0.02 0.02 0.246
C 2.5729 -0.4415 4.7699 -0.01 0.00 -0.17 -0.410
H 0.4013 -6.6602 -1.6091 -0.01 -0.01 0.00 0.244
N 1.7068 -0.6823 1.2719 0.59 -0.15 -0.60 -0.536
N 2.4537 -0.6583 3.3242 0.01 -0.01 0.13 -0.296
C 0.0427 2.4022 -0.5769 0.03 -0.01 0.15 -0.067
C -0.0785 -3.4076 -1.3259 -0.06 0.01 -0.16 0.663
C -2.8590 -1.3433 1.3085 0.11 0.01 0.03 -0.050
C -0.0943 -5.7902 -2.0321 0.02 0.05 0.08 -0.422
H 1.8287 0.2810 5.0908 -0.01 0.01 -0.01 0.227
C -3.3096 -1.3577 2.5938 0.05 0.01 0.12 -0.052
H -1.7197 0.2137 5.1179 0.01 0.01 0.00 0.227
```
Forces are in eV/Å.

E in eV: -44930.877
Orbital gap in hartree: 0.286
Net charge: +2
HOMO level in eV: -14.2
LUMO level in eV: -6.40
Spin multiplicity: 1

---

Record 5
The following is a DFT calculation (ωB97M-V with the def2-TZVPD basis set) of 2 unconnected molecules or ions with the total composition BrHN2.

The geometry in XYZ format:
```
4
Properties=species:S:1:pos:R:3:forces:R:3:nbo_charge:R:1
Br 0.1578 0.1113 0.0126 0.49 0.05 0.00 -0.198
N 5.9189 -0.4987 0.0069 -0.57 1.27 -0.02 0.001
N 5.4674 0.5024 -0.0094 0.57 -1.27 0.02 -0.001
H -1.2364 -0.0195 -0.0002 -0.49 -0.05 0.00 0.198
```
Forces are in eV/Å.

E in eV: -73039.754
Orbital gap in hartree: 0.440
Relative energy (zero: lowest compared OMol25 entry of this formula, charge and spin) in kJ/mol: 1.0
HOMO level in eV: -11.1
LUMO level in eV: 0.89
Spin multiplicity: 1

---

Record 6
The following is a DFT calculation (ωB97M-V with the def2-TZVPD basis set) of a molecular structure, C3H3AlO2.

The geometry in XYZ format:
```
9
Properties=species:S:1:pos:R:3:forces:R:3:mulliken_spin:R:1
Al 0.4718 -0.2882 -1.7987 -0.24 -0.87 1.38 0.750
C -0.4161 -1.3238 0.0154 1.48 -0.34 -4.05 0.077
C 1.0304 0.1323 0.1933 -1.60 -0.71 0.28 0.163
H -0.4071 1.9058 0.0732 0.24 -0.52 -0.33 0.006
O -0.3572 -2.1068 -0.9904 0.17 2.50 2.90 -0.008
O -1.0786 -0.0657 -0.3982 -0.21 0.06 -0.18 0.007
H 1.6994 0.0744 1.0623 0.25 -0.15 -0.72 0.012
C -0.2785 0.8607 0.4032 -0.44 -0.07 1.20 -0.008
H -0.6641 0.8112 1.4398 0.35 0.11 -0.48 0.000
```
Forces are in eV/Å.

E in eV: -13839.136
Orbital gap (alpha / beta) in hartree: 0.293 / 0.261
Net charge: +1
Relative energy (zero: lowest compared OMol25 entry of this formula, charge and spin) in kJ/mol: 258.7
HOMO level (alpha / beta) in eV: -14.8 / -15.4
LUMO level (alpha / beta) in eV: -6.83 / -8.27
Spin multiplicity: 2

---

Look up the spin multiplicity of the fourth one.
1